[1]
Below is a cluster of 2 separate species, C4H8IP in total in a non-equilibrium geometry, with properties calculated with ωB97M-V/def2-TZVPD.

Last column: Löwdin charge in e.
Geometry (Å):
C (0.278, 0.623, 0.809)  -0.28
C (-0.269, 0.937, -0.694)  -0.28
C (0.234, -0.848, 1.216)  -0.40
C (-1.300, -0.196, -0.775)  -1.13
P (-0.831, -1.766, -0.137)  0.74
I (-3.270, 0.065, 0.046)  0.74
H (1.348, 0.914, 0.869)  0.10
H (-0.223, 1.285, 1.525)  0.10
H (-0.662, 1.961, -0.716)  0.09
H (0.490, 0.804, -1.555)  0.12
H (1.235, -1.355, 1.117)  0.07
H (-0.134, -0.995, 2.256)  0.07
H (-1.742, -0.436, -2.494)  0.11
H (0.384, -1.727, -0.888)  -0.06

Its HOMO energy (alpha / beta) is -6.6 / -9.4 eV. The HOMO-LUMO gap (alpha / beta) is 6.9 / 6.8 eV. As for the total charge: 0. The multiplicity is 3. The calculation puts the LUMO energy (alpha / beta) at 0.309 / -2.561 eV.


[2]
Below is a structure of composition C16H20BaBrIN4O6 in a non-equilibrium geometry, with properties calculated with ωB97M-V/def2-TZVPD.

Last column: Löwdin charge in e.
Geometry (Å):
Ba (-0.629, -0.610, -0.421)  1.93
O (-0.106, 0.609, 2.011)  -0.21
C (1.258, 0.519, 2.477)  -0.20
C (2.208, 0.719, 1.312)  -0.18
N (2.096, -0.280, 0.258)  -0.26
C (2.517, -1.624, 0.694)  -0.09
C (1.431, -2.474, 1.408)  -0.68
O (1.698, -3.048, 2.452)  0.03
O (0.303, -2.508, 0.781)  -0.35
C (2.724, 0.103, -1.016)  -0.11
C (2.116, -0.652, -2.226)  -0.69
O (2.847, -1.195, -3.030)  0.05
O (0.822, -0.618, -2.238)  -0.44
H (-0.690, 0.173, 2.641)  0.09
H (1.424, -0.446, 2.961)  0.12
H (1.420, 1.302, 3.222)  0.12
H (3.224, 0.732, 1.740)  0.14
H (2.028, 1.703, 0.871)  0.10
H (3.393, -1.565, 1.351)  0.13
H (2.801, -2.185, -0.198)  0.14
H (3.806, -0.073, -1.008)  0.13
H (2.545, 1.170, -1.175)  0.11
C (-5.086, -4.950, 0.947)  -0.02
N (-4.464, -3.666, 0.745)  -0.09
C (-5.164, -2.430, 0.419)  -0.03
C (-3.993, -1.469, 0.202)  -0.51
O (-4.089, -0.274, -0.003)  0.03
N (-2.822, -2.179, 0.298)  0.01
C (-3.144, -3.423, 0.627)  -0.41
N (-2.169, -4.312, 0.828)  0.22
H (-6.010, -4.821, 1.509)  0.09
H (-4.445, -5.594, 1.549)  0.08
H (-5.311, -5.456, 0.006)  0.10
H (-5.794, -2.085, 1.240)  0.14
H (-5.769, -2.512, -0.486)  0.14
H (-1.217, -3.938, 0.889)  0.09
H (-2.361, -5.229, 1.188)  0.10
Br (0.278, 5.053, -4.633)  0.73
C (1.233, 5.154, -3.013)  -0.74
C (2.263, 6.087, -2.926)  -0.13
C (3.001, 6.205, -1.765)  -0.08
C (2.716, 5.396, -0.674)  -0.08
C (1.693, 4.471, -0.758)  -0.16
C (0.942, 4.337, -1.930)  -0.77
I (-0.535, 2.916, -1.955)  1.00
H (2.477, 6.714, -3.780)  0.10
H (3.799, 6.934, -1.718)  0.11
H (3.285, 5.480, 0.242)  0.11
H (1.451, 3.840, 0.087)  0.08

The energy above the lowest of the compared OMol25 structures with the same formula, charge and spin comes out at 0.0 kJ/mol. Its HOMO energy is -8.6 eV. The HOMO-LUMO gap is 8.5 eV. As for the total charge: 0. The calculation puts the LUMO energy at -0.046 eV.


[3]
Below is a structure of composition C38H33BrF6N4O6ReS in a non-equilibrium geometry, with properties calculated with ωB97M-V/def2-TZVPD.

Last column: Löwdin charge in e.
Geometry (Å):
Re (0.345, -0.467, 0.094)  1.78
Br (-1.530, 4.133, 5.141)  0.83
C (-0.801, 2.627, 4.301)  -0.70
C (0.532, 2.187, 4.525)  -0.05
C (0.990, 1.107, 3.784)  0.02
C (0.209, 0.501, 2.789)  -0.35
O (0.731, -0.418, 2.025)  -0.23
C (-1.142, 0.899, 2.650)  -0.13
C (-2.063, 0.371, 1.664)  0.01
N (-1.689, -0.335, 0.626)  -0.05
C (-2.724, -0.501, -0.367)  -0.22
C (-2.998, 0.576, -1.183)  0.00
C (-3.890, 0.426, -2.273)  -0.02
C (-4.577, -0.748, -2.397)  0.00
C (-4.349, -1.835, -1.533)  -0.14
C (-5.048, -3.066, -1.659)  0.01
C (-4.809, -4.099, -0.825)  -0.04
C (-3.775, -3.928, 0.106)  -0.11
N (-3.075, -2.805, 0.299)  0.09
C (-3.385, -1.746, -0.507)  -0.17
C (-1.606, 1.982, 3.425)  -0.10
H (1.169, 2.632, 5.296)  0.13
H (1.983, 0.750, 3.966)  0.12
H (-3.128, 0.594, 1.703)  0.16
H (-2.464, 1.496, -1.010)  0.11
H (-4.046, 1.228, -2.979)  0.12
H (-5.338, -0.899, -3.147)  0.13
H (-5.819, -3.140, -2.428)  0.13
H (-5.321, -5.044, -0.889)  0.12
H (-3.492, -4.768, 0.702)  0.10
H (-2.647, 2.276, 3.284)  0.12
F (2.194, -0.422, -3.406)  0.14
C (0.951, -0.688, -3.913)  -0.53
F (0.829, -2.034, -4.005)  0.14
F (0.874, -0.196, -5.124)  0.20
C (-0.079, -0.057, -2.952)  -0.48
O (-0.661, 0.945, -3.260)  0.15
O (-0.159, -0.755, -1.852)  -0.18
C (-0.089, -4.564, 1.845)  -0.02
C (-0.296, -3.064, 1.564)  -0.09
N (0.539, -2.649, 0.374)  -0.24
C (1.927, -2.992, 0.608)  -0.13
C (2.123, -4.514, 0.871)  -0.03
N (0.794, -5.151, 0.765)  -0.07
C (0.210, -4.904, -0.592)  -0.02
C (0.138, -3.391, -0.839)  -0.11
H (-0.992, -5.131, 1.880)  0.13
H (0.445, -4.751, 2.769)  0.14
H (0.010, -2.467, 2.396)  0.11
H (-1.334, -2.874, 1.340)  0.07
H (2.289, -2.436, 1.462)  0.13
H (2.553, -2.713, -0.259)  0.13
H (2.565, -4.721, 1.808)  0.13
H (2.715, -4.988, 0.086)  0.15
H (0.851, -6.158, 0.881)  0.20
H (-0.741, -5.382, -0.613)  0.13
H (0.847, -5.395, -1.324)  0.15
H (-0.878, -3.089, -1.115)  0.12
H (0.776, -3.094, -1.627)  0.11
F (5.815, -0.437, 0.246)  0.20
C (4.656, -0.503, -0.380)  -0.53
F (4.664, 0.286, -1.449)  0.18
F (4.519, -1.825, -0.756)  0.11
C (3.417, -0.180, 0.480)  -0.48
O (3.428, 0.062, 1.663)  0.13
O (2.349, -0.292, -0.322)  -0.20
O (0.153, 1.456, -0.224)  -0.59
S (1.089, 2.624, 0.416)  1.19
C (-0.086, 3.932, 0.558)  -0.37
C (-0.032, 4.658, 1.765)  -0.06
C (-0.906, 5.743, 1.905)  -0.07
C (-1.737, 6.121, 0.876)  -0.04
C (-1.775, 5.350, -0.288)  -0.04
C (-0.969, 4.242, -0.454)  -0.08
C (2.254, 3.149, -0.826)  -0.36
C (3.602, 3.219, -0.452)  -0.07
C (4.541, 3.566, -1.407)  -0.06
C (4.161, 3.919, -2.686)  -0.02
C (2.805, 3.829, -3.041)  -0.03
C (1.846, 3.453, -2.120)  -0.06
H (0.631, 4.384, 2.545)  0.09
H (-0.871, 6.297, 2.824)  0.10
H (-2.370, 7.008, 0.992)  0.13
H (-2.474, 5.600, -1.116)  0.13
H (-1.006, 3.646, -1.343)  0.10
H (3.908, 3.029, 0.567)  0.12
H (5.583, 3.541, -1.122)  0.12
H (4.916, 4.234, -3.364)  0.11
H (2.444, 4.122, -4.044)  0.13
H (0.803, 3.415, -2.394)  0.10

The energy above the lowest of the compared OMol25 structures with the same formula, charge and spin comes out at 68.5 kJ/mol. Its HOMO energy (alpha / beta) is -13.2 / -13.3 eV. The HOMO-LUMO gap (alpha / beta) is 7.6 / 6.8 eV. As for the total charge: +2. The multiplicity is 4. The calculation puts the LUMO energy (alpha / beta) at -5.518 / -6.485 eV.


[4]
Below is the molecule C2H5FO2S in a non-equilibrium geometry, with properties calculated with ωB97M-V/def2-TZVPD.

Last column: Löwdin charge in e.
Geometry (Å):
C (-1.288, 0.411, 0.508)  -0.08
C (-0.474, -0.269, -0.593)  -0.33
O (2.980, 0.858, 0.048)  -0.36
O (0.729, 0.398, -0.728)  -0.32
F (2.317, -1.524, -0.040)  -0.32
S (1.889, 0.048, 0.413)  0.99
H (-1.016, 0.138, 1.446)  0.02
H (-1.497, 1.512, 0.424)  0.10
H (-2.285, -0.066, 0.337)  0.09
H (-0.971, -0.161, -1.466)  0.08
H (-0.384, -1.344, -0.347)  0.13

The energy above the lowest of the compared OMol25 structures with the same formula, charge and spin comes out at 0.0 kJ/mol. Its HOMO energy is -11.0 eV. The HOMO-LUMO gap is 11.8 eV. As for the total charge: 0. The calculation puts the LUMO energy at 0.813 eV.


[5]
Below is the molecule C28H30ClN5O4S in a non-equilibrium geometry, with properties calculated with ωB97M-V/def2-TZVPD.

Last column: Löwdin charge in e.
Geometry (Å):
C (2.473, -4.619, 0.242)  0.01
C (1.960, -3.362, -0.349)  -0.21
N (1.973, -2.192, 0.297)  0.16
C (1.443, -1.203, -0.498)  -0.19
C (1.328, 0.144, -0.135)  0.09
C (1.687, 0.777, 1.028)  -0.07
C (1.515, 2.194, 1.268)  -0.11
C (0.980, 3.223, 0.509)  0.00
C (0.975, 4.493, 1.056)  -0.27
C (1.470, 4.770, 2.320)  -0.06
C (2.005, 3.750, 3.094)  0.02
C (2.014, 2.476, 2.559)  -0.18
N (2.470, 1.299, 3.105)  0.17
C (2.306, 0.239, 2.244)  -0.38
O (2.644, -0.904, 2.534)  0.04
H (2.883, 1.203, 4.019)  0.17
H (2.395, 3.948, 4.080)  0.12
H (1.441, 5.786, 2.677)  0.12
S (0.135, 5.797, 0.175)  0.70
O (0.738, 7.060, 0.464)  -0.27
O (-0.055, 5.426, -1.195)  -0.28
N (-1.398, 5.742, 0.910)  -0.21
C (-1.414, 6.091, 2.265)  -0.29
C (-1.070, 7.394, 2.625)  -0.03
C (-1.054, 7.767, 3.954)  -0.06
C (-1.391, 6.865, 4.952)  -0.11
C (-1.745, 5.579, 4.586)  -0.67
C (-1.761, 5.180, 3.261)  -0.05
H (-2.034, 4.166, 3.018)  0.11
Cl (-2.161, 4.425, 5.806)  0.67
H (-1.384, 7.154, 5.991)  0.10
H (-0.782, 8.776, 4.222)  0.11
H (-0.799, 8.092, 1.851)  0.11
C (-2.179, 4.610, 0.471)  -0.09
H (-2.154, 4.618, -0.616)  0.09
H (-3.206, 4.728, 0.814)  0.10
H (-1.781, 3.652, 0.826)  0.09
H (0.587, 3.079, -0.484)  0.12
H (0.888, 0.777, -0.896)  0.12
C (1.059, -1.806, -1.715)  -0.16
C (1.371, -3.166, -1.606)  -0.06
C (1.262, -4.222, -2.643)  -0.41
O (2.240, -4.854, -3.007)  0.07
N (0.035, -4.409, -3.190)  -0.05
C (-1.214, -3.987, -2.603)  -0.13
H (-1.031, -3.266, -1.808)  0.12
C (-1.959, -5.202, -2.042)  -0.18
N (-2.181, -6.170, -3.097)  -0.23
C (-3.004, -7.275, -2.656)  -0.10
H (-3.178, -7.944, -3.497)  0.08
H (-3.963, -6.890, -2.313)  0.08
H (-2.542, -7.851, -1.838)  0.09
C (-0.907, -6.619, -3.632)  -0.18
C (-0.147, -5.425, -4.205)  -0.12
H (0.839, -5.730, -4.557)  0.12
H (-0.721, -4.991, -5.031)  0.13
H (-1.097, -7.344, -4.425)  0.12
H (-0.288, -7.104, -2.855)  0.13
H (-2.927, -4.883, -1.649)  0.12
H (-1.370, -5.633, -1.209)  0.13
H (-1.829, -3.524, -3.382)  0.13
C (0.481, -1.109, -2.897)  -0.02
H (1.100, -0.258, -3.174)  0.09
H (-0.521, -0.739, -2.680)  0.09
H (0.426, -1.788, -3.743)  0.08
H (2.331, -1.990, 1.238)  0.12
H (2.880, -5.248, -0.546)  0.08
H (1.670, -5.167, 0.738)  0.09
H (3.244, -4.405, 0.977)  0.09

Its SMILES is Cc1[nH]c(/C=C2\C(=O)Nc3ccc(S(=O)(=O)N(C)c4cccc(Cl)c4)cc32)c(C)c1C(=O)N1CCN(C)CC1. Its HOMO energy is -7.7 eV. The HOMO-LUMO gap is 6.9 eV. As for the total charge: 0. The calculation puts the LUMO energy at -0.718 eV.


[6]
Below is a cluster of 2 separate species, C14H16 in total in a non-equilibrium geometry, with properties calculated with ωB97M-V/def2-TZVPD.

Last column: Löwdin charge in e.
Geometry (Å):
C (-2.986, -0.275, -3.338)  -0.20
C (1.261, 0.756, -2.846)  -0.20
C (0.674, -0.406, -2.412)  -0.17
C (0.343, 1.690, -3.322)  -0.17
C (-0.683, -0.797, -2.630)  -0.10
C (-1.025, 1.383, -3.388)  -0.15
C (-1.608, 0.130, -3.183)  -0.35
H (2.324, 1.118, -2.577)  0.11
H (1.197, -1.197, -1.697)  0.12
H (0.639, 2.762, -3.731)  0.11
H (-0.936, -1.780, -2.253)  0.05
H (-1.695, 2.088, -3.897)  0.08
H (-3.334, -0.445, -4.293)  0.03
H (-3.693, 0.536, -2.909)  0.07
H (-3.283, -1.194, -2.677)  0.07
C (2.420, -0.653, 4.417)  -0.12
C (-0.510, -0.206, 1.618)  -0.18
C (0.655, 0.457, 1.327)  -0.12
C (-0.889, -0.546, 2.859)  -0.18
C (1.681, 0.368, 2.218)  -0.03
C (0.028, -0.442, 3.854)  -0.08
C (1.381, -0.252, 3.524)  -0.30
H (-1.218, -0.454, 0.722)  0.11
H (0.688, 0.820, 0.338)  0.08
H (-1.846, -1.012, 2.990)  0.08
H (2.644, 0.865, 2.297)  0.09
H (-0.296, -0.936, 4.800)  0.11
H (1.940, -1.033, 5.302)  0.06
H (3.017, 0.180, 4.721)  0.06
H (3.111, -1.525, 4.166)  0.11

The energy above the lowest of the compared OMol25 structures with the same formula, charge and spin comes out at 232.9 kJ/mol. Its HOMO energy (alpha / beta) is 1.1 / -5.5 eV. The HOMO-LUMO gap (alpha / beta) is 2.1 / 8.6 eV. As for the total charge: -1. The multiplicity is 2. The calculation puts the LUMO energy (alpha / beta) at 3.210 / 3.105 eV.